[1]
Density functional theory data (ωB97M-V/def2-TZVPD) for C6H12BCl6F4Sn as an isolated structure.

Energy above the lowest of the compared OMol25 structures with the same formula, charge and spin in kcal/mol: 274.6
Net charge: +1
Frontier orbital gap in eV: 5.0
E_HOMO in eV: -12.4
Multiplicity: 1

Element x y z (Å)
Sn 0.5121 2.7906 2.3259
B -0.3009 1.0644 0.9876
F -0.6740 -0.0538 0.2827
F 0.8310 1.7226 0.4549
F -1.3631 1.9849 1.0660
F 0.1276 0.7130 2.2347
Cl -1.3233 -2.3969 3.8244
C 0.1314 -1.7863 2.9520
C -0.2616 -1.2472 1.5274
Cl -0.8603 -2.4686 0.4372
H 0.8572 -2.5967 2.8845
H 0.6786 -1.0547 3.5465
H 0.6253 -0.8327 1.0480
H -1.0609 -0.5102 1.6058
Cl 3.1955 -2.2751 -1.4791
C 1.8554 -1.1504 -1.7407
C 1.0243 -0.8840 -0.4537
Cl 2.0592 -0.2739 0.8172
H 1.2098 -1.5949 -2.4981
H 2.2604 -0.2239 -2.1476
H 0.5299 -1.7602 -0.0342
H 0.2104 -0.2077 -0.7153
Cl 0.4941 0.8157 -2.6612
C -0.6216 1.6879 -1.7043
C -1.9680 1.8594 -2.4308
Cl -2.7057 0.1887 -2.5946
H -0.2472 2.6921 -1.5057
H -0.7537 1.1280 -0.7785
H -1.8589 2.1986 -3.4609
H -2.6032 2.4715 -1.7904

Results of the natural (NBO) charge analysis, in e, for atoms 1 through 6: 1.800, 1.264, -0.488, -0.528, -0.502, -0.520

[2]
Density functional theory data (ωB97M-V/def2-TZVPD) for a 3-piece molecular cluster, C13H37N2OP2 overall.

Net charge: +1
Frontier orbital gap in eV: 5.3
E_HOMO in eV: -9.5
Multiplicity: 1

Element x y z (Å)
C -5.2092 2.1635 -5.9294
P -4.6505 1.1027 -4.4376
O -6.1036 0.1940 -3.9897
P -3.1895 -0.4211 -4.9829
H -5.0019 3.2986 -5.6268
H -4.6480 1.9220 -6.9382
H -6.3758 2.1063 -6.1205
H -5.9512 0.0005 -3.0103
H -3.8362 -1.3117 -5.9247
H -1.9798 0.0951 -5.6045
H -2.8530 -1.1520 -3.7703
C -4.1809 -1.4116 0.0709
C -2.8832 -0.8429 0.6379
N -2.1095 -0.0562 -0.3271
C -0.7452 0.2361 0.1248
C -0.5847 1.1173 1.3587
C -2.8083 1.0610 -0.9642
C -3.3991 2.1356 -0.0574
H -3.9935 -1.9998 -0.8335
H -4.6502 -2.0716 0.8080
H -4.9025 -0.6246 -0.1671
H -2.2786 -1.6983 0.9616
H -3.1151 -0.2622 1.5382
H -0.1760 0.6796 -0.7022
H -0.2435 -0.7191 0.3252
H -0.7935 2.1654 1.1371
H 0.4523 1.0694 1.7114
H -1.2231 0.7980 2.1863
H -3.6192 0.6519 -1.5789
H -2.1414 1.5428 -1.6919
H -3.9378 1.7168 0.7968
H -4.1154 2.7407 -0.6265
H -2.6337 2.8186 0.3127
C 6.3794 -2.0907 3.6873
C 5.5304 -1.8959 2.4342
N 4.2207 -1.2911 2.6940
C 3.3064 -1.3754 1.5503
C 3.6898 -0.6181 0.2837
C 4.2254 -0.0064 3.3953
C 5.0022 1.1429 2.7615
H 5.8395 -2.6676 4.4455
H 7.2921 -2.6408 3.4354
H 6.6854 -1.1365 4.1262
H 5.3798 -2.8902 1.9974
H 6.1055 -1.3149 1.7042
H 2.3038 -1.0560 1.8627
H 3.1902 -2.4345 1.2878
H 3.5389 0.4571 0.3939
H 3.0512 -0.9436 -0.5458
H 4.7254 -0.8000 -0.0146
H 4.6224 -0.1688 4.4047
H 3.1911 0.3208 3.5670
H 5.9902 0.8385 2.4062
H 5.1555 1.9344 3.5053
H 4.4553 1.5920 1.9317

Results of the natural (NBO) charge analysis, in e, for atoms 1 through 6: -0.973, 0.845, -0.912, 0.308, 0.288, 0.265

Please write out number 1 again, unchanged.
Density functional theory data (ωB97M-V/def2-TZVPD) for C6H12BCl6F4Sn as an isolated structure.

Energy above the lowest of the compared OMol25 structures with the same formula, charge and spin in kcal/mol: 274.6
Net charge: +1
Frontier orbital gap in eV: 5.0
E_HOMO in eV: -12.4
Multiplicity: 1

Element x y z (Å)
Sn 0.5121 2.7906 2.3259
B -0.3009 1.0644 0.9876
F -0.6740 -0.0538 0.2827
F 0.8310 1.7226 0.4549
F -1.3631 1.9849 1.0660
F 0.1276 0.7130 2.2347
Cl -1.3233 -2.3969 3.8244
C 0.1314 -1.7863 2.9520
C -0.2616 -1.2472 1.5274
Cl -0.8603 -2.4686 0.4372
H 0.8572 -2.5967 2.8845
H 0.6786 -1.0547 3.5465
H 0.6253 -0.8327 1.0480
H -1.0609 -0.5102 1.6058
Cl 3.1955 -2.2751 -1.4791
C 1.8554 -1.1504 -1.7407
C 1.0243 -0.8840 -0.4537
Cl 2.0592 -0.2739 0.8172
H 1.2098 -1.5949 -2.4981
H 2.2604 -0.2239 -2.1476
H 0.5299 -1.7602 -0.0342
H 0.2104 -0.2077 -0.7153
Cl 0.4941 0.8157 -2.6612
C -0.6216 1.6879 -1.7043
C -1.9680 1.8594 -2.4308
Cl -2.7057 0.1887 -2.5946
H -0.2472 2.6921 -1.5057
H -0.7537 1.1280 -0.7785
H -1.8589 2.1986 -3.4609
H -2.6032 2.4715 -1.7904

Results of the natural (NBO) charge analysis, in e, for atoms 1 through 6: 1.800, 1.264, -0.488, -0.528, -0.502, -0.520